[1]
Computed, not measured: an isolated ion of composition C5H8NO and charge +1 in a non-equilibrium geometry, with ωB97M-V/def2-TZVPD.

Structure (XYZ):
```
15
Properties=species:S:1:pos:R:3:mulliken_spin:R:1
O -1.753 -0.494 0.033 0.18
C -0.928 -1.444 -0.238 0.82
C 0.859 0.313 -0.439 0.02
H 2.263 -0.845 0.926 0.00
H -0.234 2.137 -0.973 0.02
N -0.177 1.361 -0.228 0.02
C 0.490 -1.110 -0.359 -0.07
H 0.542 -0.373 1.649 -0.03
H -1.369 -2.369 -0.123 0.01
H 1.579 0.642 -1.153 0.00
H -2.297 1.621 0.213 0.01
H 0.201 1.870 0.647 0.01
C 1.219 -0.428 0.761 0.14
C -1.481 0.856 0.270 0.84
H 1.086 -1.736 -0.987 0.01
```

HOMO-LUMO gap (alpha / beta) (eV): 7.20 / 10.59
2S+1: 3
Charge: +1
Largest force on an atom (Eh/bohr): 0.1469

=====

[2]
Computed, not measured: C16H27CoN3S4 as an isolated structure in a non-equilibrium geometry, with ωB97M-V/def2-TZVPD.

Structure (XYZ):
```
51
Properties=species:S:1:pos:R:3:mulliken_spin:R:1
C -0.299 -2.653 -1.768 -0.01
H -1.897 -2.833 2.632 0.00
H 2.318 2.810 -1.691 0.00
C -2.284 -2.059 3.300 0.00
H -0.524 -1.832 -3.741 0.00
C -2.421 -2.278 -0.133 0.00
C -0.976 2.046 -1.765 0.00
C 2.048 2.307 2.567 0.00
H 3.583 1.676 -1.554 0.00
N -0.466 -0.519 2.473 0.01
H -2.216 0.503 -2.599 0.00
Co 0.488 -0.268 -0.224 2.83
C -0.801 -1.581 -2.710 0.00
C 4.293 -0.579 -1.346 0.00
H -2.663 -3.217 -0.658 0.00
H 4.051 0.576 0.444 0.00
H -1.010 1.169 -3.737 0.00
H 4.390 0.227 -2.074 0.00
H 4.423 -1.555 -1.803 0.00
H 0.544 1.667 4.811 0.00
C -3.121 1.457 -0.179 0.00
H -1.715 2.829 -1.974 0.00
H -0.805 -3.612 -1.902 0.00
H -2.829 -1.415 -0.673 0.00
H -2.469 -2.506 4.285 0.00
C 0.363 0.503 2.970 0.02
C 2.544 1.831 -1.257 0.04
S 2.990 2.960 1.308 0.01
H -3.490 1.484 0.855 0.00
S -1.305 1.560 -0.032 0.06
C -1.184 0.869 -2.692 0.00
C -0.003 0.914 4.255 0.00
H -3.488 2.342 -0.726 0.00
S -1.274 0.001 4.905 0.00
N -0.236 -0.241 -2.341 0.01
S -0.587 -2.273 -0.007 0.06
H 0.572 -0.115 -2.996 0.00
C 2.339 1.818 0.195 -0.05
H -3.458 0.536 -0.667 0.00
H -1.895 -1.533 -2.666 0.00
H 0.037 2.464 -1.838 0.00
H 0.781 -2.782 -1.870 0.00
N 1.548 0.909 0.795 -0.05
H -2.849 -2.313 0.875 0.00
C 4.153 -0.412 -0.027 0.01
H 4.146 -1.237 0.691 0.00
C -1.320 -0.922 3.363 0.00
H 1.890 1.065 -1.707 -0.02
H -3.247 -1.708 2.905 0.00
H 1.996 2.720 3.559 0.00
C 1.335 1.199 2.169 0.03
```

HOMO-LUMO gap (alpha / beta) (eV): 8.32 / 7.15
2S+1: 4
Charge: +2
Largest force on an atom (Eh/bohr): 0.0573

=====

[3]
Computed, not measured: one molecule with the formula C6H15NO in a non-equilibrium geometry, with ωB97M-V/def2-TZVPD.

Structure (XYZ):
```
23
Properties=species:S:1:pos:R:3:lowdin_charge:R:1
H 0.713 0.717 1.876 0.13
H -3.229 -0.260 -1.780 0.10
C 1.027 0.846 0.809 -0.24
H -3.678 0.326 -0.060 0.05
N -0.970 -0.225 -0.090 -0.08
C 0.424 -0.369 -0.032 -0.34
C -3.128 0.474 -0.920 -0.12
H 2.901 1.164 -0.237 0.08
H -0.013 -2.315 0.835 0.10
H -1.510 1.859 -0.686 0.13
H -1.307 -0.397 0.920 0.16
H 0.575 1.711 0.719 0.04
H -3.574 1.337 -1.382 0.06
C 2.476 0.976 0.758 -0.12
H 2.906 -0.070 1.037 0.11
H 1.466 -2.696 -1.159 0.14
C -1.679 0.724 -0.952 -0.31
H 0.859 -0.350 -1.031 0.14
C 0.902 -1.746 0.622 -0.19
H -1.299 0.662 -1.971 0.11
H 2.832 1.709 1.396 0.04
H 1.429 -1.755 1.613 0.12
O 1.880 -2.322 -0.287 -0.13
```

HOMO-LUMO gap (eV): 9.19
Structure (SMILES): CCN[C@@H](CC)CO
Largest force on an atom (Eh/bohr): 0.1062

=====

[4]
Computed, not measured: C6H10O as an isolated structure, with ωB97M-V/def2-TZVPD.

Structure (XYZ):
```
17
Properties=species:S:1:pos:R:3:lowdin_charge:R:1
O 1.104 -0.606 0.309 -0.14
C -0.628 -0.668 -1.331 -0.19
C -0.805 0.906 -0.243 0.01
C 0.730 -1.236 -0.909 -0.19
H 1.303 1.389 -0.287 0.14
H -1.149 -1.118 -2.185 0.14
H 0.666 -2.315 -0.708 0.13
H -2.585 -0.389 -0.284 0.10
H 1.617 1.103 2.182 0.09
C 0.615 1.254 1.760 -0.04
C 0.609 0.770 0.307 -0.42
C -1.508 -0.399 -0.094 -0.18
H -0.106 0.684 2.361 0.09
H -0.472 0.429 -1.725 0.13
H 1.478 -1.068 -1.706 0.12
H 0.361 2.319 1.812 0.08
H -1.231 -1.053 0.741 0.12
```

HOMO-LUMO gap (eV): 9.46
Largest force on an atom (Eh/bohr): 0.0130

=====

[5]
Computed, not measured: C14H21GaN2O5SSi as an isolated structure, with ωB97M-V/def2-TZVPD.

Structure (XYZ):
```
45
Properties=species:S:1:pos:R:3:lowdin_charge:R:1
H -1.408 -4.792 -1.564 0.01
H -2.561 -6.128 1.664 0.03
H 2.204 1.450 -1.593 0.13
H 2.262 -0.671 -0.715 0.13
C -2.454 -5.099 -1.558 -0.18
H -5.670 -4.839 -0.919 0.03
C -2.537 -5.039 1.587 -0.18
H 0.233 3.544 -1.519 0.14
C -0.471 1.520 2.368 -0.60
C -4.765 -0.543 -0.147 -0.05
O -0.087 1.902 -3.462 0.08
C 2.359 1.299 -0.522 -0.16
C 1.563 2.295 0.296 -0.12
H -3.075 -4.632 2.445 0.04
H 3.422 1.412 -0.300 0.14
H -0.288 3.555 1.630 0.14
H -1.380 2.915 -1.159 0.14
H 1.881 3.312 0.048 0.14
N -2.406 -0.420 -0.032 0.01
C -3.455 -2.587 -0.062 -0.22
Si -3.343 -4.483 -0.019 0.53
C -3.595 0.179 -0.098 -0.09
S -0.673 -2.337 0.014 0.81
O -0.322 0.309 1.917 -0.02
O 1.914 0.000 -0.118 -0.06
O -0.522 1.846 3.532 0.09
H -5.590 -2.519 -0.146 0.10
C -2.317 -1.764 -0.029 -0.66
H -2.924 -4.708 -2.463 0.04
H -5.672 -4.791 0.852 0.03
H -1.687 2.636 1.025 0.13
H -3.593 1.262 -0.111 0.12
H 1.773 2.105 1.350 0.14
C -0.622 2.585 1.259 -0.07
H -2.488 -6.190 -1.609 0.03
H -1.498 -4.715 1.656 0.01
Ga -0.324 -0.061 0.032 0.24
N 0.117 2.129 0.081 -0.19
C -4.678 -1.934 -0.122 -0.06
C -0.199 1.573 -2.301 -0.61
C -5.117 -5.135 -0.024 -0.19
H -5.104 -6.227 0.005 0.03
O -0.281 0.356 -1.857 -0.03
C -0.321 2.656 -1.209 -0.06
H -5.717 -0.035 -0.203 0.11
```

HOMO-LUMO gap (eV): 8.86
Largest force on an atom (Eh/bohr): 0.0103

=====

[6]
Computed, not measured: one molecule with the formula C4H3N3O in a non-equilibrium geometry, with ωB97M-V/def2-TZVPD.

Structure (XYZ):
```
11
Properties=species:S:1:pos:R:3:lowdin_charge:R:1
C -2.340 -0.107 1.524 0.13
N 1.009 -0.100 0.083 -0.23
C 0.885 0.144 -1.970 -0.19
H 1.169 0.250 -3.031 0.11
O 1.512 -0.377 1.274 0.09
N -0.421 0.241 -1.540 0.11
N 1.765 -0.034 -0.985 0.11
C -1.376 -0.048 0.828 -0.03
H -3.118 -0.378 2.176 0.03
C -0.313 0.061 -0.203 -0.28
H 1.227 0.350 1.844 0.13
```

HOMO-LUMO gap (eV): 10.25
Structure (SMILES): C#Cc1ncnn1O
Largest force on an atom (Eh/bohr): 0.0646

=====

[7]
Computed, not measured: C4H13N3S as an isolated structure in a non-equilibrium geometry, with ωB97M-V/def2-TZVPD.

Structure (XYZ):
```
21
Properties=species:S:1:pos:R:3:mulliken_spin:R:1
H -1.083 -0.027 -0.338 0.00
H -0.279 -1.278 2.869 0.00
H 2.459 -1.154 2.783 0.03
C -0.656 -0.168 -1.338 0.00
H -1.924 2.278 -2.563 0.00
H -1.045 0.087 -3.284 0.00
H 0.689 0.847 3.026 0.00
H 1.341 -0.764 -0.457 -0.03
C 2.264 -0.285 2.049 -0.06
H 2.951 0.527 2.250 0.03
N -1.424 0.251 -2.339 0.00
C 0.851 0.213 2.096 0.02
H 0.544 -1.358 -2.282 0.00
C -2.321 1.369 -2.164 0.00
N 0.381 -0.874 -1.396 0.00
H -2.597 1.373 -1.110 0.00
H -0.003 -1.535 1.282 0.00
N -0.262 -0.813 1.979 0.00
H -3.230 1.180 -2.794 0.00
S 2.709 -0.870 0.372 1.01
H 0.636 1.000 1.358 0.00
```

HOMO-LUMO gap (alpha / beta) (eV): 11.12 / 6.70
2S+1: 2
Charge: +1
Largest force on an atom (Eh/bohr): 0.0640

=====

[8]
Computed, not measured: a 2-piece molecular cluster, C6H14N2O2 overall in a non-equilibrium geometry, with ωB97M-V/def2-TZVPD.

Structure (XYZ):
```
24
Properties=species:S:1:pos:R:3:lowdin_charge:R:1
H -0.007 0.469 -2.097 0.13
H -2.573 -1.007 -1.777 0.08
H -0.536 -1.400 1.077 0.09
H 1.367 0.306 2.669 0.13
C -2.002 -0.111 -1.562 -0.06
H 1.955 -1.128 -1.406 0.08
O -0.715 -2.563 -1.671 0.03
C -0.240 0.732 1.491 -0.55
H 2.356 2.443 2.619 0.08
C -0.063 -1.563 -1.921 -0.58
H 1.706 2.592 1.040 0.08
H -2.082 0.128 -0.507 0.05
H -2.374 0.744 -2.111 0.08
C 1.420 2.368 2.071 -0.08
H -1.932 -0.642 1.750 0.09
H -0.468 -0.988 2.729 0.07
N -0.602 -0.319 -1.900 0.01
N 0.834 1.057 2.269 0.00
H 0.717 3.116 2.407 0.08
C -0.850 -0.612 1.783 0.00
O -0.745 1.548 0.741 0.03
H 1.663 -0.942 -3.052 0.08
H 1.761 -2.614 -2.419 0.08
C 1.411 -1.613 -2.225 -0.01
```

HOMO-LUMO gap (eV): 9.97
Structure (SMILES): CNC(C)=O.CNC(C)=O
Largest force on an atom (Eh/bohr): 0.0295

=====

> Which of these has the lowest largest force on an atom?

C14H21GaN2O5SSi